--- 1 ---
The following is a DFT calculation (the ωB97M-V functional and the def2-TZVPD basis) of 9 unconnected molecules or ions with the total composition C27H72O9.

The HOMO-LUMO gap (alpha / beta) is 1.552 / 9.391 eV. For the molecular weight, the calculation gives 540.9 g/mol. As for the expectation value of S²: 0.750.

```
! RIJCOSX wB97M-V def2-TZVPD def2/J DEFGRID3
* xyz -1 2
H 5.563 -0.016 0.310
H 1.931 5.380 0.241
H -3.457 -3.741 -1.148
H 3.308 2.131 -0.141
O -0.424 -3.420 0.579
C -0.491 -0.917 -1.619
H -1.315 -1.625 -1.717
H -5.454 -0.649 -5.570
H 2.135 -3.467 2.570
H 0.043 1.344 -5.031
H 6.280 -2.139 1.949
H 1.271 0.835 2.724
O 1.096 -0.090 -6.035
H -3.616 3.690 3.117
H -2.812 1.095 -4.903
C 1.062 3.030 4.787
H -1.774 2.648 1.602
H -3.030 -2.465 0.040
C -2.736 0.160 -4.348
H 1.701 0.469 -3.611
H 5.578 -3.694 1.552
H -0.178 -3.622 3.809
O 3.121 1.837 5.247
H -5.561 1.246 -4.222
H 1.258 0.538 0.099
H -2.192 3.011 4.001
H -1.241 0.025 1.266
H -3.538 1.112 0.238
H 0.114 1.727 0.478
H 1.377 3.973 5.232
O -5.945 -3.836 0.104
C -4.114 -0.468 -4.276
H 0.966 0.314 4.338
H 4.542 -2.860 -0.501
H -4.425 -5.792 0.554
O -4.496 -0.705 -5.597
O -2.087 0.850 2.460
C 1.004 1.191 -5.521
C -3.844 -3.003 -0.445
C -0.769 -3.657 2.894
C -5.202 0.397 -3.640
H 7.159 -1.774 0.030
H -3.777 2.234 3.960
H -2.131 -0.472 -4.999
H -4.487 1.191 1.700
C 1.958 1.202 -4.375
H 4.470 -2.469 2.014
H 4.863 2.250 0.687
H -5.058 0.737 -2.614
C 5.209 -2.166 0.011
H 0.399 -1.498 -1.378
H -4.298 -2.155 -0.957
C 1.488 -3.074 1.786
C 4.810 -0.672 -0.127
H 3.492 2.640 5.620
H -1.716 0.610 -0.677
O -0.988 -0.642 0.624
H -0.237 -0.422 -2.556
H 0.516 -4.946 1.666
C 2.237 2.132 4.235
H -6.125 -0.167 -3.512
H 1.276 3.177 -6.100
C 1.329 2.213 -6.607
H 2.996 1.024 -4.656
C 3.555 3.982 0.821
C 0.237 -3.893 1.718
H -2.812 0.394 2.893
C 5.414 -2.618 1.491
H -2.294 0.187 -3.352
O 4.049 4.488 2.007
C -0.796 0.042 -0.534
H -1.159 -2.639 2.868
H 3.844 -0.461 0.330
H -3.034 -4.871 1.135
H -4.777 -2.928 1.524
H 1.344 -2.028 2.058
H -6.456 -4.273 0.789
H 0.370 3.340 4.004
H -0.664 -2.513 0.779
H 4.956 4.186 2.099
H 2.781 2.645 3.442
H 4.621 -0.538 -1.192
C -4.121 -4.938 1.160
C 2.089 4.359 0.588
C 1.736 0.757 3.706
H 1.540 3.664 -0.047
H 0.594 1.555 -1.180
H 4.144 4.366 -0.011
H -4.260 2.621 0.770
H 2.271 1.999 -7.111
H -3.960 -1.394 -3.721
H -4.381 -5.107 2.205
H -1.581 -4.371 3.029
C -3.740 1.727 1.114
O 6.540 -2.271 -0.510
H 1.464 4.359 1.481
C -3.052 2.792 3.368
H 3.475 1.833 1.574
C 0.341 0.984 -0.287
H 1.906 2.203 -3.947
H 2.610 0.104 3.708
H 2.023 -3.149 0.839
C -4.693 -3.589 0.660
H 0.442 2.525 5.528
H 0.544 2.204 -7.363
C 3.802 2.485 0.765
C -2.591 2.078 2.045
H 0.650 -0.085 -6.885
*
```

***

--- 2 ---
The following is a DFT calculation (the ωB97M-V functional and the def2-TZVPD basis) of 9 unconnected molecules or ions with the total composition C27H72O9.

The HOMO-LUMO gap (alpha / beta) is 1.614 / 9.563 eV. For the molecular weight, the calculation gives 540.9 g/mol. As for the expectation value of S²: 0.750.

```
! RIJCOSX wB97M-V def2-TZVPD def2/J DEFGRID3
* xyz -1 2
H -23.921 14.854 15.049
H -28.513 16.665 16.538
H -24.788 14.908 18.836
H -24.414 16.472 21.121
H -23.583 13.128 16.769
C -19.077 13.165 20.904
H -22.790 14.899 22.333
C -23.168 17.786 14.685
H -23.344 13.868 18.841
H -28.572 17.585 20.207
C -26.994 15.127 16.259
O -27.542 16.133 18.358
H -28.413 19.282 20.900
H -20.196 14.913 27.083
C -23.010 19.694 16.527
H -26.952 15.292 15.183
H -20.448 12.183 27.218
H -20.650 21.742 21.248
H -23.380 20.372 15.757
C -23.284 14.573 21.417
H -23.233 18.420 13.800
H -17.708 14.793 20.094
H -27.831 17.393 22.606
O -21.094 18.733 15.337
H -22.190 15.849 26.769
H -22.215 17.705 16.608
H -21.086 13.939 15.019
H -20.050 12.821 20.552
H -17.214 11.967 21.318
C -26.600 17.569 16.745
H -20.979 10.809 19.724
H -21.324 14.818 24.644
C -27.545 16.376 16.948
O -23.783 16.641 20.418
H -22.013 12.538 27.724
H -23.408 15.518 18.112
H -28.129 15.388 18.504
O -19.133 13.485 22.280
H -25.592 17.408 17.127
H -22.133 8.078 19.649
O -22.745 11.790 15.487
H -21.886 11.825 18.597
H -23.451 7.905 18.521
C -21.618 13.823 15.963
H -21.335 19.858 19.717
H -22.765 18.313 21.028
H -25.777 18.094 23.416
C -21.026 12.995 27.659
C -27.131 17.696 21.827
H -17.819 11.664 19.817
H -19.816 20.233 21.412
H -26.977 18.513 17.139
H -27.691 14.309 16.442
H -24.330 14.417 21.681
C -23.088 15.438 20.206
H -21.723 14.878 16.218
C -23.705 14.890 18.953
H -20.348 13.396 24.986
H -27.288 18.670 19.811
C -23.215 20.541 20.648
H -20.970 13.274 16.646
C -22.378 18.450 15.829
O -26.440 16.560 21.309
H -26.855 16.368 20.465
H -23.868 20.009 19.956
C -18.651 14.260 19.974
C -21.222 13.960 25.309
H -23.064 21.545 20.253
H -18.254 13.738 22.569
H -23.619 20.608 21.658
H -22.715 16.881 14.280
H -24.854 13.511 14.878
C -18.181 11.879 20.823
C -22.968 13.075 15.871
C -21.950 10.956 19.253
H -22.231 20.204 17.093
O -23.412 10.314 17.560
H -26.028 14.725 16.563
H -22.673 11.071 20.061
C -27.920 18.346 20.638
H -21.317 19.294 14.591
H -25.371 18.969 21.910
H -22.798 13.618 21.218
C -21.025 14.253 26.825
C -20.782 20.711 21.577
O -22.195 15.025 27.261
H -23.765 19.479 17.283
H -26.651 19.512 23.001
C -22.929 8.629 19.147
C -26.180 18.634 22.559
C -22.341 9.814 18.386
H -20.842 13.214 28.711
H -21.037 20.819 22.631
H -22.094 13.363 25.044
H -22.779 11.220 16.259
H -21.541 9.489 17.720
H -23.647 8.897 19.922
H -18.617 13.878 18.953
H -23.288 13.616 13.935
H -18.722 10.997 21.166
H -24.111 17.418 15.088
C -21.781 19.956 20.707
H -26.518 17.764 15.676
C -23.798 13.784 14.884
O -21.904 18.661 21.271
H -22.020 15.618 20.077
H -24.260 10.344 18.009
H -19.447 15.004 19.939
*
```

***

Tell me which of them is the most stable. Sure, it is 2.

***

--- 1 ---
The following is a DFT calculation (the ωB97M-V functional and the def2-TZVPD basis) of a molecular structure, C6H5N2O6Ti.

The HOMO-LUMO gap (alpha / beta) is 6.317 / 5.414 eV. For the molecular weight, the calculation gives 249.0 g/mol. As for the expectation value of S²: 2.014.

```
! RIJCOSX wB97M-V def2-TZVPD def2/J DEFGRID3
* xyz 1 3
O 0.551 -3.031 -0.338
H 2.509 2.400 1.973
O -1.851 -0.625 2.400
O 1.742 0.252 1.073
H -2.053 -1.339 -1.378
H 3.936 1.763 2.676
C 0.741 0.334 -1.795
C 2.748 0.396 1.693
O -0.747 3.020 0.220
O 1.196 0.509 -2.808
Ti 0.110 0.027 0.070
C 0.356 -1.930 -0.212
N 3.122 1.637 2.173
H 3.304 -1.563 1.608
C -0.471 1.902 0.138
H 4.403 -0.562 2.461
C -1.830 -0.256 -1.126
N 3.586 -0.670 1.960
O -2.560 0.656 -1.466
C -1.197 -0.387 1.516
*
```

***

--- 2 ---
The following is a DFT calculation (the ωB97M-V functional and the def2-TZVPD basis) of a molecular structure, C6H5N2O6Ti.

The HOMO-LUMO gap (alpha / beta) is 7.251 / 7.384 eV. For the molecular weight, the calculation gives 249.0 g/mol. As for the expectation value of S²: 2.010.

```
! RIJCOSX wB97M-V def2-TZVPD def2/J DEFGRID3
* xyz 1 3
O -0.366 -1.741 -3.012
C 0.073 -1.950 -0.348
H -0.008 -2.057 3.209
H -0.001 1.178 4.682
C 2.237 0.325 -0.007
C -0.006 -0.051 3.001
C -0.188 -1.072 -2.070
H -0.002 -1.202 4.727
O 0.084 -3.125 -0.216
H -0.006 1.947 3.139
O -3.281 0.279 0.062
O -0.012 -0.091 1.721
C -2.120 0.332 -0.072
N -0.005 1.103 3.675
O -0.060 3.627 0.366
C 0.000 2.516 0.021
H 0.205 0.681 -1.758
Ti 0.077 0.198 -0.259
O 3.385 0.302 0.245
N -0.005 -1.198 3.717
*
```

***

Tell me which of them is the most stable. Sure, it is 2.

***

--- 1 ---
The following is a DFT calculation (the ωB97M-V functional and the def2-TZVPD basis) of a molecular structure, C3H15NO4.

The HOMO-LUMO gap is 3.968 eV. For the molecular weight, the calculation gives 129.2 g/mol.

```
! RIJCOSX wB97M-V def2-TZVPD def2/J DEFGRID3
* xyz 0 1
H 2.116 0.330 -2.478
H -0.980 1.850 -0.795
H -0.707 -0.790 -1.870
N -1.255 -1.244 -1.145
H -0.303 2.320 -2.850
H -1.314 -0.281 1.950
H -1.881 -0.175 0.451
O -1.190 2.142 0.150
H 2.609 -1.183 0.105
O -0.479 1.513 -2.366
C 1.099 -0.412 1.337
H 0.952 0.520 0.786
O -2.067 -0.365 1.398
H 1.875 -2.352 1.414
C 1.839 -1.443 0.820
H 0.571 0.903 -2.059
C 0.477 -0.421 2.572
H 0.019 0.488 2.937
H 0.894 -1.124 3.288
H -1.340 3.084 0.164
O 1.487 0.270 -1.746
H -1.812 -1.972 -1.569
H -0.609 -1.656 -0.493
*
```

***

--- 2 ---
The following is a DFT calculation (the ωB97M-V functional and the def2-TZVPD basis) of a molecular structure, C3H15NO4.

The HOMO-LUMO gap is 4.623 eV. For the molecular weight, the calculation gives 129.2 g/mol.

```
! RIJCOSX wB97M-V def2-TZVPD def2/J DEFGRID3
* xyz 0 1
O 1.601 1.158 -0.562
H -1.092 -0.994 1.380
H -1.509 -1.015 -0.901
H 2.502 1.229 -0.893
H 1.873 -2.392 -0.471
C -1.145 -0.006 -1.060
H 0.987 0.987 1.856
H -2.315 1.030 0.473
O -0.799 -2.378 0.829
N -0.777 0.037 1.359
H -1.116 -3.255 0.592
H -0.117 -0.029 -1.372
C -1.276 0.795 0.280
H 1.152 -0.286 0.564
C 0.590 0.031 1.543
H 0.385 -2.184 0.457
H -1.704 0.572 -1.792
O 1.397 -1.805 0.126
H 0.898 -0.601 2.387
H -0.729 1.720 0.195
O -0.071 2.518 -1.660
H 0.856 1.692 -1.148
H 0.410 3.175 -2.182
*
```

***

Tell me which of them is the most stable. Sure, it is 1.

***

--- 1 ---
The following is a DFT calculation (the ωB97M-V functional and the def2-TZVPD basis) of a molecular structure, C2H5N2P.

The HOMO-LUMO gap is 9.198 eV. For the molecular weight, the calculation gives 88.0 g/mol.

```
! RIJCOSX wB97M-V def2-TZVPD def2/J DEFGRID3
* xyz 0 1
N 0.886 -0.381 -0.541
N 1.483 -1.099 0.501
H -1.624 -1.153 1.555
P -0.644 0.090 -0.326
H -0.961 -2.797 -2.513
H -1.556 -2.976 -2.979
C -0.671 -0.634 1.380
H 1.057 -1.747 2.309
H -0.527 0.232 2.215
C 0.710 -1.147 1.512
*
```

***

--- 2 ---
The following is a DFT calculation (the ωB97M-V functional and the def2-TZVPD basis) of a molecular structure, C2H5N2P.

The HOMO-LUMO gap is 9.709 eV. For the molecular weight, the calculation gives 88.0 g/mol.

```
! RIJCOSX wB97M-V def2-TZVPD def2/J DEFGRID3
* xyz 0 1
P -0.643 -0.505 -1.423
H -0.195 0.619 -2.292
C -1.161 0.695 -0.165
H 1.500 0.540 1.212
H 1.031 -1.836 -0.277
N 0.765 -0.852 -0.634
N -0.534 0.731 0.901
H 0.545 -0.699 1.928
C 0.672 0.006 1.070
H -1.980 1.301 -0.321
*
```

***

Tell me which of them is the most stable. Sure, it is 2.